1.
Molecular formula: C38H48BaIN7O4
Method: DFT, ωB97M-V/def2-TZVPD

```
99
Properties=species:S:1:pos:R:3
Ba 0.06 -0.44 0.26
I -2.46 4.00 -3.34
O 0.06 0.81 -2.57
O 2.27 -0.74 0.36
O -0.86 -2.12 1.48
O 2.23 1.84 -0.93
N -4.84 -2.09 -2.29
N -2.15 0.68 2.12
N -1.33 3.38 -0.70
N -2.87 -1.21 -1.30
N 0.92 0.50 2.60
N 1.43 -2.93 -1.66
N -3.50 -3.36 -0.87
C -4.39 -4.50 -0.85
C -1.10 -4.43 -4.64
C 0.18 -3.98 -4.96
C 0.62 -3.49 -2.64
C 3.25 -0.26 2.48
C -1.43 4.71 1.29
C -3.13 -1.59 1.97
C 2.35 3.17 -0.48
C -2.30 -3.83 2.28
C 0.91 1.89 -2.93
C 2.29 1.69 -2.33
C 5.75 -0.70 1.34
C -0.11 1.07 3.46
C -3.56 -4.25 2.67
C -0.99 3.61 0.57
C -4.63 -3.36 2.69
C -2.04 -2.50 1.90
C 4.62 -0.75 0.55
C -3.08 0.06 -1.98
C -4.52 0.29 -2.41
C -4.40 -2.04 2.33
C -5.78 -4.10 -1.30
C 5.66 -0.47 2.72
C -3.72 -2.16 -1.49
C -5.64 -3.27 -2.56
C 4.42 -0.24 3.26
C 3.33 -0.59 1.10
C 0.12 -0.27 -3.49
C -2.61 5.41 -0.67
C -0.66 -3.95 -2.32
C -1.50 -4.42 -3.31
C -2.09 4.27 -1.29
C 1.03 -3.52 -3.97
C -4.99 -0.94 -3.15
C -2.94 -0.17 1.59
C -2.27 5.62 0.65
C 2.03 0.19 3.14
C -1.43 0.31 3.35
H 3.02 2.37 -2.77
H -4.01 -5.30 -1.51
H -6.62 -2.92 -2.91
H 3.28 3.62 -0.84
H -5.16 0.43 -1.53
H -2.64 6.49 1.17
H -5.62 -3.68 2.98
H -2.81 -3.31 -0.14
H 0.52 -3.99 -5.99
H -4.41 -1.06 -4.08
H -4.61 1.17 -3.03
H -6.04 -0.87 -3.44
H 0.22 1.09 4.51
H 2.38 3.14 0.61
H -1.25 -0.76 3.45
H -0.30 2.10 3.15
H -0.49 -1.08 -3.10
H -2.44 0.13 -2.87
H 1.51 3.79 -0.80
H -0.34 2.89 1.04
H 6.55 -0.45 3.33
H -1.47 -4.53 2.25
H 2.02 -3.16 -4.23
H 2.14 0.36 4.22
H 2.39 -2.78 -1.92
H 1.35 -3.31 -0.73
H 4.32 -0.01 4.31
H -3.72 -5.28 2.96
H -5.22 -1.32 2.33
H -0.26 0.04 -4.47
H -3.55 0.21 0.77
H -0.99 -3.91 -1.29
H 6.72 -0.85 0.89
H -6.39 -4.98 -1.49
H -1.13 4.85 2.31
H -6.27 -3.50 -0.53
H -2.49 -4.76 -3.04
H -1.76 -4.79 -5.41
H -4.42 -4.91 0.16
H -2.07 0.62 4.18
H 0.96 1.99 -4.02
H 0.45 2.79 -2.53
H -3.23 6.10 -1.22
H 2.62 0.66 -2.50
H -5.21 -3.87 -3.37
H 4.69 -0.94 -0.51
H 1.14 -0.64 -3.61
H -2.75 0.87 -1.33
```

## Properties
electronic energy	-2484.330321	a.u.
F_max	3.6	eV Å⁻¹
energy above the lowest of the compared OMol25 structures with the same formula, charge and spin	29.8	kcal/mol
charge	0

Löwdin atomic charge list, values in e, 8 entries:
1 Ba 1.94
2 I 0.89
3 O -0.29
4 O -0.48
5 O -0.48
6 O -0.22
7 N -0.05
8 N 0.02

=====

2.
Molecular formula: C13H11NO
Method: DFT, ωB97M-V/def2-TZVPD

```
26
Properties=species:S:1:pos:R:3
O -3.17 0.10 -1.39
N -3.33 3.08 0.73
C 4.43 -0.20 -1.24
C -2.83 0.87 -0.32
C -3.16 -0.54 -0.05
C -0.20 1.06 -0.18
C 0.86 0.56 -0.42
C -2.09 -1.56 0.14
C 2.84 0.89 0.83
C -4.60 -0.83 0.42
C 2.25 0.38 -0.33
C -3.04 2.16 0.06
C 3.01 -0.21 -1.35
C 5.02 0.17 -0.03
C 4.15 0.61 1.08
H -2.63 -2.44 -0.13
H -1.25 -1.31 -0.55
H -4.54 -1.17 1.56
H -5.16 -1.53 -0.07
H 5.08 -0.40 -2.13
H -1.66 -1.66 1.23
H 2.00 1.24 1.54
H 2.53 -0.62 -2.26
H 4.50 0.80 2.18
H 6.09 0.40 0.18
H -5.13 0.15 0.49
```

## Properties
electronic energy	-631.639995	a.u.
F_max	5.4	eV Å⁻¹
energy above the lowest of the compared OMol25 structures with the same formula, charge and spin	132.5	kcal/mol
charge	0

Löwdin atomic charge list, values in e, 8 entries:
1 O 0.12
2 N 0.23
3 C -0.10
4 C -0.16
5 C -0.41
6 C 0.11
7 C -0.20
8 C -0.02

=====

3.
Molecular formula: C4H5NO
Method: DFT, ωB97M-V/def2-TZVPD

```
11
Properties=species:S:1:pos:R:3
O -2.14 -0.69 0.16
N -0.82 -1.25 -0.35
C 2.34 -0.79 0.05
C -0.24 1.20 -0.07
C 1.17 -0.70 -0.11
C -0.10 -0.29 -0.40
H -2.75 -1.52 0.33
H -0.27 1.53 1.18
H 3.35 -0.86 0.52
H 0.70 1.68 -0.67
H -1.24 1.68 -0.65
```

## Properties
electronic energy	-285.183453	a.u.
F_max	8.0	eV Å⁻¹
energy above the lowest of the compared OMol25 structures with the same formula, charge and spin	145.0	kcal/mol
SMILES string	C#C/C(C)=N/O
charge	0

Löwdin atomic charge list, values in e, 8 entries:
1 O -0.13
2 N 0.13
3 C 0.14
4 C -0.06
5 C -0.18
6 C -0.50
7 H 0.14
8 H 0.17

=====

- What is the formula in the first record?
  C38H48BaIN7O4

=====

- Look up the energy above the lowest of the compared OMol25 structures with the same formula, charge and spin of the first one.
  29.8 kcal/mol

=====

Copy entry 3 word for word.
Molecular formula: C4H5NO
Method: DFT, ωB97M-V/def2-TZVPD

```
11
Properties=species:S:1:pos:R:3
O -2.14 -0.69 0.16
N -0.82 -1.25 -0.35
C 2.34 -0.79 0.05
C -0.24 1.20 -0.07
C 1.17 -0.70 -0.11
C -0.10 -0.29 -0.40
H -2.75 -1.52 0.33
H -0.27 1.53 1.18
H 3.35 -0.86 0.52
H 0.70 1.68 -0.67
H -1.24 1.68 -0.65
```

## Properties
electronic energy	-285.183453	a.u.
F_max	8.0	eV Å⁻¹
energy above the lowest of the compared OMol25 structures with the same formula, charge and spin	145.0	kcal/mol
SMILES string	C#C/C(C)=N/O
charge	0

Löwdin atomic charge list, values in e, 8 entries:
1 O -0.13
2 N 0.13
3 C 0.14
4 C -0.06
5 C -0.18
6 C -0.50
7 H 0.14
8 H 0.17